No. 1
{
  "formula": "C4H11N3O2",
  "method": "ωB97M-V/def2-TZVPD",
  "symbols": ["C", "C", "C", "C", "N", "N", "N", "O", "O", "H", "H", "H", "H", "H", "H", "H", "H", "H", "H", "H"],
  "positions_angstrom": [[0.3669, -0.3146, -0.4793], [-0.7665, 0.3911, 0.3336], [-0.9835, -0.0498, 1.7612], [1.5148, 0.4506, 0.2403], [0.3075, 0.0801, -1.8857], [0.4355, -1.7411, -0.3031], [-1.9184, 0.5472, -0.4041], [2.0358, 1.4571, -0.5371], [2.1526, -0.0910, 1.1459], [2.7575, 1.1758, -1.1256], [0.1692, 1.3622, 0.5902], [-0.4940, -2.1380, -0.2239], [-0.2606, -0.5887, -2.3918], [1.2388, 0.0208, -2.2872], [0.9999, -1.9399, 0.5185], [-1.7666, 0.8725, -1.3563], [-2.7072, 0.9561, 0.0763], [-1.4499, -1.0364, 1.7744], [-0.0232, -0.0901, 2.2723], [-1.6088, 0.6761, 2.2813]],
  "homo_energy_ev": -8.78
}

No. 2
{
  "formula": "C4H11N3O2",
  "method": "ωB97M-V/def2-TZVPD",
  "symbols": ["C", "C", "O", "O", "H", "H", "H", "C", "C", "N", "N", "N", "H", "H", "H", "H", "H", "H", "H", "H"],
  "positions_angstrom": [[-1.7000, -0.8941, 1.7081], [-1.9344, -1.9306, 0.6721], [-3.2544, -2.2915, 0.6787], [-1.2504, -2.2992, -0.2453], [-1.1732, -1.3815, 2.5296], [-2.6263, -0.5711, 2.1672], [-1.0803, -0.0835, 1.3351], [0.9340, -0.0012, -2.0201], [1.6424, 1.6813, -0.3452], [1.6383, 2.8006, -0.9315], [1.7229, 0.4004, -0.8779], [1.6295, 1.6129, 1.0729], [1.4253, 2.7048, -1.9200], [-3.5797, -3.0849, 0.2400], [1.7524, -0.2556, -0.1143], [2.5248, 1.3797, 1.4903], [1.3274, 2.4740, 1.5091], [1.4724, -0.6438, -2.7116], [0.5263, 0.8808, -2.5114], [0.0027, -0.4975, -1.7260]],
  "smiles": "[H]/N=C(/N)NC.CC(=O)O",
  "homo_energy_ev": -8.96
}

No. 3
{
  "formula": "C4H11N3O2",
  "method": "ωB97M-V/def2-TZVPD",
  "symbols": ["C", "C", "O", "O", "H", "H", "H", "C", "C", "N", "N", "N", "H", "H", "H", "H", "H", "H", "H", "H"],
  "positions_angstrom": [[-2.3022, -1.5004, -2.4582], [-1.5324, -0.5413, -1.6127], [-1.8728, -0.5953, -0.3139], [-0.7809, 0.2650, -2.1151], [-2.9477, -2.0943, -1.8213], [-1.6594, -2.2657, -2.8665], [-2.8327, -1.0801, -3.3211], [0.6678, 0.0109, 2.6979], [1.2140, 0.9490, 0.6660], [0.2387, 0.5845, 1.4427], [0.9165, 1.6553, -0.4489], [2.5713, 0.7737, 0.9030], [-1.3454, 0.0134, 0.2702], [0.7010, -1.0993, 2.6697], [-0.1783, 0.1527, 3.3916], [-0.0235, 1.6366, -0.7974], [1.5552, 1.6417, -1.2272], [2.8862, 0.0080, 1.4772], [3.1713, 1.1707, 0.2035], [1.5533, 0.3149, 3.2607]],
  "smiles": "CN=C(N)N.CC(=O)O",
  "homo_energy_ev": -8.56
}

No. 4
{
  "formula": "C4H11N3O2",
  "method": "ωB97M-V/def2-TZVPD",
  "symbols": ["C", "C", "O", "O", "H", "H", "H", "C", "C", "N", "N", "N", "H", "H", "H", "H", "H", "H", "H", "H"],
  "positions_angstrom": [[3.8496, -0.0138, 0.1187], [2.4735, 0.1415, 0.6279], [1.7047, -0.7029, -0.0454], [1.8282, 1.1336, 1.0228], [3.7049, -0.0209, -1.0325], [4.2947, -0.8811, 0.3556], [4.5288, 0.7129, 0.3726], [-1.8325, -1.6777, 0.4500], [-1.7915, 0.6874, -0.1977], [-1.2741, -0.4864, 0.0471], [-3.1245, 0.7961, -0.7540], [-0.9549, 1.8435, -0.1999], [0.6238, -0.6080, -0.1747], [-1.1404, -2.3595, 1.1152], [-2.1175, -2.4434, -0.4294], [-3.6780, -0.0648, -0.5989], [-3.5450, 1.6504, -1.0881], [-0.0230, 1.6328, 0.2348], [-0.8613, 2.2844, -1.0005], [-2.6656, -1.6240, 1.1766]],
  "smiles": "CN=C(N)N.CC(=O)O",
  "homo_energy_ev": -8.85
}

No. 5
{
  "formula": "C4H11N3O2",
  "method": "ωB97M-V/def2-TZVPD",
  "symbols": ["C", "C", "N", "N", "N", "H", "H", "H", "H", "H", "H", "H", "H", "C", "C", "O", "O", "H", "H", "H"],
  "positions_angstrom": [[2.1132, 0.4142, -0.4839], [0.9982, 0.0633, 1.7737], [0.7562, 1.4116, 1.8076], [1.5693, -0.4902, 0.6393], [0.5950, -0.8825, 2.7114], [-0.3100, -0.1728, -1.0648], [0.5997, 1.9098, 2.6937], [1.1375, -1.2800, 0.3756], [0.7458, -1.7739, 2.5102], [0.1514, -0.6896, 3.5851], [1.7961, 1.3994, 0.0987], [1.6528, 0.3100, -1.4648], [3.2041, 0.4947, -0.2460], [-2.4957, 0.3646, -1.8108], [-1.8193, -0.8143, -2.0430], [-0.6394, -1.0542, -1.3256], [-2.1952, -1.7232, -2.7403], [-1.9352, 1.0839, -1.0681], [-3.4569, 0.3892, -1.2644], [-2.4675, 1.0401, -2.6837]],
  "smiles": "[H]/N=C(\\N)NC.CC(=O)O",
  "homo_energy_ev": -8.69
}

No. 6
{
  "formula": "C4H11N3O2",
  "method": "ωB97M-V/def2-TZVPD",
  "symbols": ["C", "C", "O", "O", "H", "H", "H", "C", "C", "N", "N", "N", "H", "H", "H", "H", "H", "H", "H", "H"],
  "positions_angstrom": [[-1.6176, 1.6681, -0.5994], [-0.5646, 2.6880, -0.2723], [0.5380, 2.4484, -1.0018], [-0.6933, 3.6636, 0.4193], [-1.6248, 1.4429, -1.6620], [-2.5771, 1.9548, -0.1851], [-1.2593, 0.7651, -0.1119], [0.9060, -2.8786, -0.6930], [0.6403, -0.8848, 0.5452], [1.2887, -1.5507, -0.3026], [-0.5176, -1.2734, 1.2651], [1.0357, 0.4146, 0.8238], [1.3147, 3.0034, -0.8586], [-1.3462, -1.3982, 0.7070], [-0.5506, -1.7851, 2.1249], [0.7367, 0.8504, 1.6784], [1.9743, 0.6113, 0.5222], [0.0175, -2.8324, -1.3293], [0.5520, -3.5439, 0.1075], [1.7470, -3.3636, -1.1772]],
  "smiles": "CN=C(N)N.CC(=O)O",
  "homo_energy_ev": -8.86
}

No. 7
{
  "formula": "C4H11N3O2",
  "method": "ωB97M-V/def2-TZVPD",
  "symbols": ["C", "C", "O", "O", "H", "H", "H", "C", "C", "N", "N", "N", "H", "H", "H", "H", "H", "H", "H", "H"],
  "positions_angstrom": [[0.4020, 3.0147, 1.6395], [0.1532, 1.6367, 1.1620], [-1.1712, 1.3726, 1.2158], [0.9208, 0.7338, 0.9768], [-0.5019, 3.4016, 2.2169], [0.2116, 3.4661, 0.6187], [1.4637, 2.8833, 2.1073], [-1.8194, -1.3161, -1.2991], [0.4783, -1.2882, -0.6199], [1.2259, -1.9082, 0.4608], [-0.7735, -1.2750, -0.4076], [1.0430, -1.2389, -1.9016], [0.8081, -2.3138, 1.2737], [2.2457, -1.6000, 0.6425], [-1.2429, 0.5818, 0.8841], [0.8104, -0.4950, -2.4554], [2.0328, -1.5982, -1.7148], [-1.8359, -0.3224, -1.9789], [-2.8055, -1.6525, -0.7873], [-1.6453, -2.0825, -2.0335]],
  "smiles": "CN=C(N)N.CC(=O)O",
  "homo_energy_ev": -8.38
}

No. 8
{
  "formula": "C4H11N3O2",
  "method": "ωB97M-V/def2-TZVPD",
  "symbols": ["C", "C", "O", "O", "H", "H", "H", "C", "C", "N", "N", "N", "H", "H", "H", "H", "H", "H", "H", "H"],
  "positions_angstrom": [[-1.4616, 1.7997, 1.9801], [-2.2036, 0.6094, 1.3629], [-2.5575, 1.0010, 0.1026], [-2.4351, -0.5287, 1.6949], [-0.6696, 2.0578, 1.2765], [-1.1277, 1.5951, 2.9894], [-2.2184, 2.5859, 1.8896], [1.6249, -1.0409, -2.9097], [1.6623, -0.4855, -0.6068], [1.1143, -1.1395, -1.5523], [3.0162, -0.1816, -0.5515], [0.9939, -0.2752, 0.6171], [-3.0302, 0.2344, -0.2307], [3.3593, 0.1500, -1.4359], [3.5277, 0.0553, 0.2796], [-0.0078, -0.2086, 0.6524], [1.2917, -1.0384, 1.2153], [2.3521, -1.8652, -3.0944], [2.1522, -0.0943, -3.0892], [0.8250, -1.3677, -3.5618]],
  "smiles": "CN=C(N)N.CC(=O)O",
  "homo_energy_ev": -8.56
}

No. 9
{
  "formula": "C4H11N3O2",
  "method": "ωB97M-V/def2-TZVPD",
  "symbols": ["C", "C", "N", "N", "N", "H", "H", "H", "H", "H", "H", "H", "H", "C", "C", "O", "O", "H", "H", "H"],
  "positions_angstrom": [[-2.1365, 0.7577, -1.1596], [0.1882, 0.2358, -1.8826], [-1.0825, -0.1756, -1.5717], [1.2199, -0.1496, -1.2234], [0.2093, 1.3425, -2.7104], [-1.1143, -1.0491, -1.0489], [-1.8909, 1.1058, -0.1429], [-3.0933, 0.2639, -1.0633], [1.2539, -0.9564, 0.3932], [2.1419, 0.1022, -1.5753], [-0.3467, 1.3798, -3.5502], [0.9223, 2.0289, -2.5249], [-2.2386, 1.6010, -1.8326], [0.7597, -1.2929, 3.4256], [0.8062, -0.4235, 2.2119], [0.2363, 0.6255, 2.0517], [1.6981, -0.8408, 1.2455], [0.1629, -0.8190, 4.1902], [1.8313, -1.4350, 3.6306], [0.4726, -2.3013, 3.1372]],
  "multiplicity": 2,
  "homo_energy_ev": [-13.51, -13.47],
  "charge": 1
}

No. 10
{
  "formula": "C4H11N3O2",
  "method": "ωB97M-V/def2-TZVPD",
  "symbols": ["C", "C", "N", "N", "N", "H", "H", "H", "H", "H", "H", "H", "H", "C", "C", "O", "O", "H", "H", "H"],
  "positions_angstrom": [[1.0693, -1.0535, 1.7970], [-1.1460, -0.0400, 1.3431], [-1.0562, 0.2752, 0.0967], [-0.3720, -1.1175, 1.7687], [-2.2382, 0.3116, 2.1571], [1.3802, 0.4568, -0.3783], [-1.5923, 1.0884, -0.2303], [-0.6433, -1.7633, 2.4448], [-2.1905, -0.2105, 3.0082], [-2.3824, 1.3352, 2.3489], [1.3464, -1.0678, 0.7158], [1.5806, -1.9621, 2.2162], [1.4311, -0.0955, 2.2677], [0.0551, 0.2853, -2.8922], [1.4770, 0.7658, -2.6805], [1.8555, 0.8688, -1.3509], [2.0335, 1.2606, -3.6031], [0.0047, -0.7275, -2.5680], [-0.1823, 0.3040, -3.9478], [-0.4303, 1.0857, -2.5131]],
  "multiplicity": 2,
  "homo_energy_ev": [-12.76, -12.76],
  "charge": 1
}

No. 11
{
  "formula": "C4H11N3S",
  "method": "ωB97M-V/def2-TZVPD",
  "symbols": ["C", "C", "C", "C", "N", "N", "N", "S", "H", "H", "H", "H", "H", "H", "H", "H", "H", "H", "H"],
  "positions_angstrom": [[-1.3287, 0.1427, 0.8544], [0.9878, 0.3783, 0.6168], [-0.2559, 1.0332, 0.0503], [-0.1999, 0.6606, -1.4427], [0.9162, -1.8491, 2.1900], [1.0135, -2.4745, -0.4462], [-1.0032, -1.1857, 0.6016], [0.6523, -1.4423, 0.7096], [-1.1688, 0.3244, 1.9534], [-2.3322, 0.3801, 0.7010], [1.8909, 0.5384, 0.0109], [1.1604, 0.5896, 1.6941], [-0.3397, 2.0821, 0.2461], [-0.0370, -0.3719, -1.5006], [0.4841, 1.2161, -2.1264], [-1.2105, 0.7253, -1.7821], [1.5904, -2.5994, 2.3495], [1.7537, -3.1913, -0.2269], [-1.3959, -1.9618, 1.1464]],
  "smiles": "C[C@H]1CNS(=N)(=N)C1",
  "homo_energy_ev": -8.78
}

No. 12
{
  "formula": "C4H11N4",
  "method": "ωB97M-V/def2-TZVPD",
  "symbols": ["C", "C", "C", "C", "N", "N", "N", "N", "H", "H", "H", "H", "H", "H", "H", "H", "H", "H", "H"],
  "positions_angstrom": [[1.9383, -2.4405, -0.6630], [-1.5153, 0.0728, 0.0383], [-2.5599, 0.1163, 1.1137], [1.7051, 1.8879, -0.2319], [-1.6320, -0.4772, -1.0659], [1.0370, -1.6315, -0.3996], [-0.4828, 1.0838, 0.2824], [0.5274, 1.0048, -0.4355], [2.7914, -2.0383, -1.2536], [2.1577, -3.4099, -0.3674], [-3.0236, -0.8646, 1.2772], [-3.2496, 0.9179, 0.6593], [-2.2041, 0.4491, 2.1514], [2.2813, 1.6894, -1.0751], [1.4327, 2.8792, -0.0342], [2.1921, 1.3929, 0.6031], [-0.9915, -0.3566, -1.7746], [-0.6708, 1.7462, 0.9455], [0.2665, -2.0219, 0.2299]],
  "homo_energy_ev": [-13.56, -13.56],
  "charge": 1
}

No. 13
{
  "formula": "C4H11N4",
  "method": "ωB97M-V/def2-TZVPD",
  "symbols": ["C", "C", "C", "C", "N", "N", "N", "N", "H", "H", "H", "H", "H", "H", "H", "H", "H", "H", "H"],
  "positions_angstrom": [[-0.4125, 1.5943, -1.6726], [0.5505, 0.6088, -1.5089], [0.7390, -0.4735, -2.4470], [1.3404, 0.6507, -0.3426], [-0.6989, 0.4486, 1.7326], [-0.9664, 0.4095, 3.0210], [-0.4367, -1.7788, 1.2896], [-0.6344, -0.5094, 0.9823], [-0.4573, 2.2296, -0.7690], [-1.1505, 1.5919, -2.4026], [1.7619, -0.5033, -2.8788], [0.8205, -1.3468, -1.7347], [-0.0947, -0.6707, -3.1440], [1.7498, -0.3401, -0.0940], [1.5836, 1.5112, 0.2996], [-1.4379, -0.3571, 3.5619], [-0.8607, 1.3225, 3.5013], [-0.5886, -2.2905, 0.4637], [-0.8068, -2.0969, 2.1423]],
  "homo_energy_ev": [-12.26, -12.25],
  "charge": 1
}

Q: Which strongest force on any atom values were calculated for the entries above? A: 4.40; 3.09; 2.78; 6.88; 7.72; 1.45; 8.41; 2.43; 4.30; 5.94; 3.49; 4.98; 4.30, in eV Å⁻¹.
Q: Which energy above the lowest of the compared OMol25 structures with the same formula, charge and spin values were calculated for the entries above? A: 67.5; 27.7; 11.5; 64.3; 68.7; 29.3; 73.3; 36.7; 53.1; 108.6; 88.8; 118.7; 157.2, in kcal per mole.